The following is a DFT calculation (ωB97M-V/def2-TZVPD) of 14 unconnected molecules or ions with the total composition C51H113FNO27S7.

## Properties
Total charge ... +1
HOMO-LUMO gap ... 9.571 eV
LUMO level ... -1.3 eV

Element x y z (Å)
C 0.2208 -1.9052 -0.4882
C -0.3109 -0.5963 0.0852
C 0.7132 0.5056 0.0701
O 0.1405 1.7350 0.4738
C 0.1841 2.0440 1.8463
N -1.4387 -0.1619 -0.8108
H -1.2079 -0.0588 -1.8008
H -2.2282 -0.8170 -0.8033
H -1.7468 0.7581 -0.4765
H -0.3903 -2.7980 -0.3485
H 1.1043 -2.1601 0.1060
H 0.5409 -1.9843 -1.5281
H -0.7499 -0.7819 1.0610
H 1.1321 0.6958 -0.9210
H 1.5821 0.3002 0.7071
H -0.5003 1.3777 2.3892
H -0.1940 3.0510 2.0087
H 1.1631 1.9831 2.3278
C 1.1117 2.5519 6.3630
C 2.2077 2.4254 5.3145
C 2.5190 3.8789 4.9866
O 1.3055 4.6147 5.2171
C 0.3724 3.8127 5.9420
H 1.5744 2.7153 7.3382
H 0.4394 1.6970 6.4310
H 1.8592 1.7553 4.5264
H 3.1095 1.9402 5.6943
H 2.9164 4.0391 3.9816
H 3.3250 4.2550 5.6248
H -0.4720 3.6274 5.2726
H 0.1112 4.3633 6.8489
C 5.1809 1.3273 3.4242
C 4.2660 1.2185 2.2579
C 4.9864 1.9261 1.0980
O 6.3729 1.9681 1.4959
C 6.5879 1.6222 2.8996
H 5.2892 0.3403 3.8833
H 4.9008 2.0670 4.1705
H 3.2485 1.5082 2.5256
H 4.0827 0.2154 1.8573
H 4.6172 2.9437 0.9874
H 4.9631 1.3234 0.1934
H 7.0245 2.5232 3.3284
H 7.2628 0.7702 2.9409
C 2.3170 -1.0606 4.1663
C 0.9695 -1.3325 4.7983
C 0.1169 -1.7290 3.5804
O 1.0672 -2.2098 2.6223
C 2.4031 -2.1631 3.1201
H 3.1605 -1.0940 4.8544
H 2.3033 -0.1391 3.5849
H 0.5450 -0.5261 5.3977
H 1.0756 -2.1650 5.4988
H -0.4425 -0.9031 3.1322
H -0.6411 -2.4753 3.8279
H 3.1714 -1.9250 2.3843
H 2.6647 -3.1315 3.5622
C 2.3352 -4.5159 -6.3128
C 2.8314 -3.9517 -4.9457
C 1.8568 -2.8277 -4.6314
O 1.3814 -2.3949 -5.9037
C 1.2324 -3.5380 -6.7130
H 1.9420 -5.5289 -6.2259
H 3.1974 -4.5863 -6.9750
H 3.8726 -3.6663 -5.0858
H 2.7911 -4.7572 -4.2096
H 2.3053 -1.9390 -4.1899
H 1.0262 -3.1396 -3.9889
H 1.2138 -3.3192 -7.7814
H 0.2706 -4.0341 -6.5198
C 0.7149 -5.5612 -2.2673
C -0.7146 -5.1111 -2.6185
C -1.2938 -6.4053 -3.0727
O -0.2456 -6.9711 -3.8699
C 0.9978 -6.7551 -3.1767
H 0.8243 -5.8804 -1.2247
H 1.3989 -4.7174 -2.3901
H -0.5344 -4.3599 -3.3900
H -1.2253 -4.6535 -1.7730
H -2.1848 -6.4347 -3.6947
H -1.4404 -7.0035 -2.1608
H 1.8366 -6.5990 -3.8537
H 1.1604 -7.6741 -2.6065
O 3.3490 -0.4720 -2.1413
S 4.0536 -1.5086 -1.4403
O 4.2821 -1.3905 -0.0250
O 3.3212 -2.9180 -1.7430
C 3.7753 -4.1274 -1.0926
C 3.0770 -4.3502 0.2320
C 5.6674 -1.6927 -2.2768
H 4.8659 -4.0436 -1.0608
H 3.5942 -4.9474 -1.7890
H 3.3752 -3.6207 0.9797
H 3.3213 -5.3708 0.5400
H 1.9894 -4.3338 0.1548
H 6.1060 -0.7008 -2.3408
H 5.4476 -2.0966 -3.2611
H 6.2778 -2.3291 -1.6422
O -0.7115 1.8723 -3.1661
S 0.3038 1.0867 -3.8383
O 0.4503 -0.3026 -3.5149
O 0.0463 1.3166 -5.3957
C 0.8790 0.6103 -6.3535
C 0.0376 0.0758 -7.4803
C 1.8198 2.0294 -3.6851
H 1.4731 -0.1382 -5.8296
H 1.6457 1.3013 -6.7167
H 0.6178 -0.5614 -8.1457
H -0.2689 0.9560 -8.0486
H -0.8221 -0.4857 -7.1233
H 2.6106 1.4365 -4.1516
H 2.1361 2.0534 -2.6415
H 1.7566 3.0259 -4.1011
O -4.2640 -0.3221 -0.2701
S -5.5213 -0.2447 0.4386
O -6.5760 -1.0841 -0.0456
O -5.2953 -0.5345 2.0082
C -4.0827 0.0016 2.6113
C -4.3611 0.0922 4.0895
C -6.1926 1.4453 0.5837
H -3.8530 0.9756 2.1773
H -3.2503 -0.6649 2.3725
H -5.1149 0.8751 4.1965
H -3.4612 0.2949 4.6633
H -4.8410 -0.8271 4.4288
H -6.9045 1.3687 1.4060
H -6.7855 1.6828 -0.2960
H -5.4284 2.1841 0.8084
O -2.7291 2.4451 -0.0111
S -2.9757 3.8653 0.0146
O -4.1640 4.3975 0.6545
O -1.6581 4.5756 0.6112
C -1.7901 5.9703 0.9543
C -0.4458 6.3974 1.5032
C -2.8934 4.4549 -1.7128
H -2.5805 6.1469 1.6828
H -2.0224 6.5587 0.0627
H -0.4897 7.4109 1.9120
H 0.2757 6.5422 0.6958
H -0.0391 5.7308 2.2607
H -1.8510 4.5019 -2.0058
H -3.3802 5.4294 -1.7152
H -3.5183 3.7917 -2.3054
O -2.9387 -2.6381 0.4719
S -2.8481 -3.9801 0.9836
O -3.0760 -5.0741 0.0714
O -1.3736 -4.1904 1.6286
C -0.9130 -5.5382 1.8927
C 0.0447 -5.4294 3.0731
C -3.9379 -4.2312 2.3984
H -0.4180 -5.8835 0.9888
H -1.7357 -6.1818 2.2025
H 0.9805 -4.9377 2.8136
H 0.3060 -6.4449 3.3877
H -0.3773 -4.9652 3.9631
H -3.6198 -5.1462 2.8890
H -4.9575 -4.2550 2.0223
H -3.8450 -3.3854 3.0786
O -2.1876 -2.3454 -2.6740
S -3.4314 -1.9775 -3.2969
O -3.9230 -0.6240 -3.2645
O -3.4680 -2.5915 -4.7893
C -2.2444 -2.5152 -5.5343
C -2.5416 -2.5421 -7.0195
C -4.7100 -3.0009 -2.5733
H -1.6351 -3.3896 -5.2726
H -1.6474 -1.6596 -5.2035
H -1.6710 -2.6068 -7.6681
H -3.0220 -1.5886 -7.2512
H -3.1814 -3.4077 -7.1866
H -4.8055 -2.6084 -1.5616
H -4.3977 -4.0338 -2.6815
H -5.6628 -2.7762 -3.0487
O -2.6627 2.8928 3.1796
S -3.3603 3.6563 4.1822
O -3.4590 3.1017 5.5065
O -2.5783 5.0641 4.2819
C -2.9363 5.8812 5.4001
C -2.8305 7.3498 5.0702
C -5.0145 4.2170 3.6452
H -2.2891 5.6826 6.2566
H -3.9422 5.6481 5.7577
H -3.6503 7.7461 4.4668
H -1.9182 7.5463 4.5003
H -2.7711 7.9839 5.9537
H -4.9424 5.1487 3.0934
H -5.7057 4.2798 4.4812
H -5.3767 3.4378 2.9763
F 2.3904 4.2457 1.2382
C 2.4458 4.7233 -0.0170
C 3.6707 5.1903 -0.4759
C 3.7886 5.6714 -1.7577
C 2.7072 5.5168 -2.6295
C 1.4921 4.9857 -2.2213
C 1.3742 4.6062 -0.8721
H 4.4811 5.2061 0.2434
H 4.7356 5.9914 -2.1674
H 2.7985 5.8883 -3.6442
H 0.6521 4.7964 -2.8731
H 0.4193 4.2181 -0.5392

Mulliken atomic charge list, values in e, 6 entries:
1 C 0.797
2 C 2.258
3 C 0.289
4 O 0.512
5 C 0.116
6 N 3.622